{
  "formula": "C21H28NO2",
  "method": "ωB97M-V with the def2-TZVPD basis set",
  "symbols": ["C", "C", "C", "C", "C", "O", "C", "C", "C", "C", "O", "C", "C", "C", "N", "C", "C", "C", "C", "C", "C", "C", "C", "C", "H", "H", "H", "H", "H", "H", "H", "H", "H", "H", "H", "H", "H", "H", "H", "H", "H", "H", "H", "H", "H", "H", "H", "H", "H", "H", "H", "H"],
  "xyz": [[-7.56236, -0.99488, -0.65773], [-6.89948, -0.02317, -1.38886], [-5.70819, 0.50240, -0.92276], [-5.16827, 0.05808, 0.27753], [-3.85845, 0.62082, 0.76198], [-2.83550, 0.12172, -0.09515], [-1.55492, 0.43701, 0.14794], [-1.10591, 1.26082, 1.18095], [0.24576, 1.50413, 1.33860], [1.16509, 0.93236, 0.47559], [2.53799, 1.15220, 0.68116], [3.05963, 2.36464, 0.13350], [3.83902, 2.09456, -1.15910], [5.06088, 1.21781, -0.89095], [4.65008, -0.09290, -0.32235], [5.60454, -0.63382, 0.66970], [5.00965, -1.86228, 1.34683], [4.67469, -2.93133, 0.31181], [3.73921, -2.34282, -0.73915], [4.36846, -1.10382, -1.36428], [0.73000, 0.12403, -0.56729], [-0.61498, -0.12288, -0.72573], [-5.83226, -0.92138, 1.00198], [-7.02770, -1.44264, 0.53779], [-8.49409, -1.40235, -1.01961], [-7.31318, 0.32777, -2.32226], [-5.18973, 1.26019, -1.49171], [-3.87427, 1.71860, 0.71604], [-3.66616, 0.30656, 1.79547], [-1.79948, 1.71624, 1.86851], [0.59267, 2.13640, 2.14163], [2.24768, 3.07092, -0.05410], [3.72362, 2.79198, 0.89214], [4.17149, 3.04485, -1.57506], [3.17712, 1.62634, -1.88973], [5.63707, 1.05273, -1.80400], [5.70612, 1.72084, -0.16777], [3.74426, 0.11429, 0.18483], [5.81292, 0.13806, 1.41260], [6.53487, -0.88912, 0.15582], [5.72524, -2.24738, 2.07222], [4.10615, -1.57554, 1.88928], [4.20030, -3.78275, 0.79665], [5.59021, -3.28710, -0.16359], [3.54011, -3.07305, -1.52289], [2.78526, -2.08131, -0.27595], [3.70210, -0.66680, -2.11002], [5.31059, -1.36439, -1.85412], [1.43549, -0.31634, -1.25636], [-0.97316, -0.75136, -1.52469], [-5.41650, -1.27543, 1.93444], [-7.54040, -2.20088, 1.11017]],
  "mulliken_charge": [-0.419, -0.531, -0.408, 0.434, -0.787, -0.272, 0.575, -0.339, -0.718, -0.095, -0.712, -0.600, -0.500, -0.662, 0.734, -0.531, -0.576, -0.822, -0.480, -0.882, 0.113, -0.933, -0.407, -0.589, 0.382, 0.381, 0.375, 0.426, 0.476, 0.436, 0.432, 0.433, 0.362, 0.431, 0.271, 0.293, 0.412, 0.015, 0.394, 0.449, 0.371, 0.285, 0.376, 0.329, 0.416, 0.248, 0.458, 0.466, 0.312, 0.460, 0.323, 0.391],
  "de_lowest_ev": 0.903,
  "lumo_energy_ev": -2.0881,
  "gap_ev": 8.94,
  "mol_weight_g_mol": 326.5,
  "total_energy_ev": -27810.5905,
  "charge": 1,
  "homo_ev": -11.026,
  "smiles": "c1ccc(COc2ccc(OCCC[NH+]3CCCCC3)cc2)cc1"
}

=====

{
  "formula": "C29H51Cl8N4O4",
  "method": "ωB97M-V with the def2-TZVPD basis set",
  "symbols": ["C", "C", "C", "N", "C", "N", "C", "C", "C", "C", "C", "C", "O", "C", "C", "O", "C", "C", "C", "N", "C", "C", "O", "C", "N", "C", "C", "C", "O", "H", "H", "H", "H", "H", "H", "H", "H", "H", "H", "H", "H", "H", "H", "H", "H", "H", "H", "H", "H", "H", "H", "H", "H", "H", "H", "H", "H", "H", "H", "H", "H", "H", "H", "H", "Cl", "C", "C", "Cl", "H", "H", "H", "H", "Cl", "C", "C", "Cl", "H", "H", "H", "H", "Cl", "C", "C", "Cl", "H", "H", "H", "H", "Cl", "C", "C", "Cl", "H", "H", "H", "H"],
  "xyz": [[-1.19630, -1.57608, -3.95438], [-2.04652, -0.25072, -3.69132], [-2.13902, 0.20234, -2.12367], [-2.49006, -0.92887, -1.20566], [-1.52080, -1.22320, -0.10388], [-0.37894, -2.09873, -0.46812], [-1.12354, 0.18537, 0.55387], [-0.15502, -0.17318, 1.82383], [1.40501, -0.12186, 1.46494], [2.19345, -1.09803, 2.51194], [2.15318, -2.62398, 1.98171], [3.60370, -3.36890, 2.09217], [4.04498, -3.91894, 0.81647], [3.18491, -4.94792, 0.35069], [2.31398, -4.58606, -0.96747], [3.02709, -6.06673, 0.88392], [-2.34303, 1.01728, 1.14519], [-2.48801, 2.59115, 1.09024], [-3.75409, 3.16395, 1.75601], [-4.80830, 2.52228, 2.45098], [-4.72492, 1.11252, 2.52954], [-3.54571, 0.36447, 1.90014], [-0.29052, 0.86072, -0.40346], [-0.95416, 1.17896, -1.65244], [0.01129, 1.54821, -2.75867], [0.44701, 2.93359, -2.42335], [1.09370, 0.60740, -2.94050], [2.18323, 0.99046, -4.08660], [1.29629, -0.49873, -2.38858], [-0.37662, -1.33862, -4.73313], [-0.66147, -2.01428, -3.04964], [-1.80112, -2.44071, -4.42745], [-1.78890, 0.63450, -4.37566], [-3.14369, -0.51047, -3.96150], [-3.09852, 0.85315, -2.14537], [-3.39835, -0.72135, -0.72964], [-2.67343, -1.83788, -1.69257], [-2.11863, -1.79359, 0.71038], [-0.80024, -2.84326, -1.06832], [-0.15977, -2.61646, 0.40947], [-0.41308, 0.51953, 2.69163], [-0.48005, -1.23840, 2.14001], [1.80356, 0.94931, 1.63379], [1.67113, -0.52366, 0.42781], [1.64234, -1.03103, 3.51206], [3.24988, -0.68571, 2.64423], [1.34964, -3.21074, 2.56553], [1.92329, -2.58921, 0.86007], [4.36912, -2.56961, 2.39188], [3.49441, -4.21076, 2.85173], [2.65136, -3.56715, -1.37421], [1.19807, -4.48924, -0.73191], [2.46336, -5.34665, -1.80368], [-1.68758, 3.22838, 0.57900], [-3.87419, 4.31969, 1.68306], [-5.53006, 0.51632, 3.08742], [-3.53116, -0.77995, 2.01745], [-1.45451, 2.20257, -1.42918], [-0.38947, 3.72200, -2.54470], [0.77435, 3.03091, -1.32022], [1.32381, 3.32559, -3.03850], [1.64229, 1.35511, -5.03819], [2.83055, 1.88546, -3.74839], [2.81882, 0.08695, -4.36051], [-0.51657, 5.41091, -0.19867], [-1.65474, 6.55563, -0.94760], [-2.44124, 7.32862, 0.08635], [-3.61100, 6.31120, 0.97521], [-2.30996, 5.99797, -1.61935], [-1.05836, 7.24458, -1.54899], [-3.02246, 8.11345, -0.40145], [-1.78094, 7.79811, 0.81745], [2.03984, -0.58132, 6.68742], [0.38134, -0.45961, 7.32499], [-0.66115, -0.72168, 6.25748], [-0.71566, 0.57740, 5.03831], [0.26055, 0.52937, 7.77015], [0.29209, -1.20320, 8.11938], [-1.65298, -0.77096, 6.71110], [-0.47728, -1.66467, 5.73928], [-1.33066, -5.48974, 0.27601], [-1.60660, -6.84065, -0.85200], [-0.76997, -6.71189, -2.10776], [-1.30114, -5.35187, -3.13135], [-2.67288, -6.87916, -1.08072], [-1.34002, -7.75657, -0.32134], [-0.86355, -7.61722, -2.71032], [0.28587, -6.56686, -1.87389], [3.29925, 2.93495, -0.87837], [4.74009, 3.94407, -1.15920], [4.37826, 5.32298, -1.67117], [3.72086, 5.27280, -3.32696], [5.39409, 3.41557, -1.85484], [5.25942, 4.02849, -0.20263], [5.26970, 5.95228, -1.70355], [3.64174, 5.80948, -1.02927]],
  "mulliken_charge": [-0.535, -0.856, -0.482, 0.508, -1.982, 0.134, 1.840, -0.473, 0.055, -0.811, 0.533, -0.585, -0.392, 0.642, -0.390, -0.560, -0.333, -0.208, 0.142, -0.547, -0.383, -0.280, 0.151, -0.154, 0.346, -0.627, 0.329, -1.299, -0.355, 0.262, -0.048, 0.290, 0.355, 0.447, 0.158, 0.687, 0.646, 0.569, 0.077, 0.048, -0.582, 0.480, 0.365, -0.001, -0.105, 0.560, 0.344, -0.479, 0.330, 0.304, 0.265, -0.237, 0.453, 0.052, -0.267, 0.340, 0.213, 0.395, 0.283, 0.039, 0.307, 0.329, 0.197, 0.344, -0.133, -0.570, -0.451, -0.207, 0.295, 0.424, 0.351, 0.321, -0.167, -0.440, -0.557, -0.136, 0.314, 0.316, 0.440, 0.269, -0.110, -0.529, -0.385, -0.144, 0.348, 0.320, 0.400, 0.139, 0.019, -0.702, -0.402, -0.186, 0.345, 0.330, 0.360, 0.281],
  "lumo_energy_ev": -2.5906,
  "gap_ev": 9.02,
  "mol_weight_g_mol": 803.4,
  "total_energy_ev": -145217.7664,
  "charge": 1,
  "homo_ev": -11.610
}

=====

{
  "formula": "C23H49N3O31S7",
  "method": "ωB97M-V with the def2-TZVPD basis set",
  "symbols": ["C", "C", "O", "N", "C", "H", "H", "H", "H", "H", "H", "H", "C", "C", "O", "N", "C", "H", "H", "H", "H", "H", "H", "H", "C", "C", "O", "N", "C", "H", "H", "H", "H", "H", "H", "H", "C", "C", "O", "S", "O", "O", "O", "H", "H", "H", "H", "C", "C", "O", "S", "O", "O", "O", "H", "H", "H", "H", "C", "C", "O", "S", "O", "O", "O", "H", "H", "H", "H", "C", "C", "O", "S", "O", "O", "O", "H", "H", "H", "H", "C", "C", "O", "S", "O", "O", "O", "H", "H", "H", "H", "C", "C", "O", "S", "O", "O", "O", "H", "H", "H", "H", "C", "C", "O", "S", "O", "O", "O", "H", "H", "H", "H"],
  "xyz": [[-6.50913, -32.50700, -3.37013], [-7.31446, -32.85397, -4.57777], [-6.85437, -32.77860, -5.70729], [-8.58441, -33.27739, -4.36924], [-9.58535, -33.38739, -5.39373], [-6.63337, -33.23254, -2.56131], [-6.80658, -31.55167, -2.94076], [-5.44888, -32.46135, -3.60052], [-8.86512, -33.30892, -3.40279], [-9.43360, -32.58726, -6.11746], [-10.61506, -33.37164, -5.03409], [-9.61225, -34.32659, -5.95573], [-6.53311, -26.65188, 5.50374], [-6.74777, -27.16785, 4.06502], [-5.82210, -27.24861, 3.27050], [-8.00308, -27.56053, 3.79200], [-8.34134, -28.30535, 2.57345], [-5.57132, -26.20635, 5.72832], [-6.85053, -27.41973, 6.20852], [-7.24611, -25.82940, 5.64475], [-8.72695, -27.33325, 4.45133], [-7.42538, -28.68086, 2.12609], [-8.88254, -27.68431, 1.86423], [-8.93009, -29.12764, 2.97145], [-4.62908, -31.29884, 4.45925], [-4.46118, -32.16932, 3.23791], [-5.41327, -32.27027, 2.47005], [-3.28785, -32.78485, 2.97926], [-3.14174, -33.46897, 1.71630], [-4.41531, -30.26204, 4.18739], [-4.03404, -31.54714, 5.33896], [-5.66370, -31.31277, 4.78405], [-2.42500, -32.44677, 3.37011], [-3.00672, -32.78960, 0.86914], [-3.88830, -34.24034, 1.56697], [-2.16777, -33.96829, 1.70223], [-7.30104, -24.72159, -1.03185], [-7.70986, -26.01308, -0.34491], [-9.06960, -25.75957, 0.01599], [-9.52088, -24.20897, -0.06515], [-9.95612, -23.72266, 1.21148], [-10.39415, -24.01276, -1.17993], [-8.03733, -23.67564, -0.43871], [-7.34399, -24.77754, -2.12353], [-6.25583, -24.43250, -0.88130], [-7.18697, -26.34757, 0.55165], [-7.69330, -26.80651, -1.09318], [-8.47044, -34.45097, 5.18689], [-7.35504, -33.51289, 4.75379], [-6.48168, -33.47383, 5.87179], [-6.94323, -34.43858, 7.08642], [-7.66756, -33.63232, 8.03581], [-5.83483, -35.22257, 7.56262], [-7.82965, -35.34116, 6.11256], [-9.02039, -34.92447, 4.37841], [-9.23660, -33.91947, 5.76205], [-7.66595, -32.47385, 4.62564], [-6.83900, -33.87417, 3.86274], [-8.62290, -31.84909, 1.41202], [-7.72849, -32.40522, 0.29185], [-7.70377, -31.36705, -0.69201], [-9.16237, -30.66960, -0.77827], [-9.99303, -31.29866, -1.76242], [-9.04803, -29.23836, -0.79909], [-9.59597, -31.11422, 0.68691], [-7.99687, -31.23786, 2.06435], [-9.17216, -32.59363, 1.98332], [-8.05925, -33.37853, -0.07484], [-6.68710, -32.48170, 0.59745], [-6.26358, -38.62095, 1.76972], [-4.90597, -38.05863, 2.17855], [-4.97423, -36.65831, 1.91195], [-6.08818, -36.32637, 0.75747], [-5.48541, -35.86227, -0.45813], [-7.08223, -35.48080, 1.36651], [-6.57772, -37.86537, 0.59957], [-6.97285, -38.38601, 2.56418], [-6.17840, -39.65733, 1.46328], [-4.11981, -38.42973, 1.51703], [-4.67813, -38.24688, 3.22408], [-13.24245, -32.07678, 0.73484], [-13.88051, -33.45646, 0.97547], [-15.24799, -33.19173, 0.61805], [-15.24745, -32.39852, -0.78468], [-16.36443, -31.50198, -0.84084], [-15.05105, -33.23348, -1.93066], [-13.87687, -31.64058, -0.47220], [-12.16769, -32.13255, 0.57718], [-13.49316, -31.37005, 1.52144], [-13.72860, -33.96034, 1.92280], [-13.56217, -34.15079, 0.18995], [-12.63130, -31.38997, -4.19344], [-13.63552, -30.30697, -3.82564], [-14.91752, -30.64638, -4.37398], [-14.74063, -31.91906, -5.38970], [-14.38512, -31.38375, -6.68039], [-15.82661, -32.82280, -5.18672], [-13.38473, -32.45326, -4.71424], [-12.06223, -31.73970, -3.33128], [-11.91821, -31.07675, -4.96193], [-13.35054, -29.38617, -4.34611], [-13.68244, -30.01647, -2.77799], [-11.80073, -26.85357, 1.62183], [-11.73858, -27.78138, 0.37573], [-11.56075, -29.12365, 0.79782], [-11.91631, -29.23534, 2.42159], [-11.08346, -30.16117, 3.13558], [-13.33558, -29.26707, 2.60446], [-11.42943, -27.72694, 2.69496], [-12.78917, -26.45002, 1.84749], [-11.08629, -26.04060, 1.73380], [-10.83255, -27.48613, -0.15220], [-12.58714, -27.64055, -0.28862]],
  "mulliken_charge": [-0.574, 0.649, -0.665, -0.065, -0.911, 0.094, 0.100, 0.380, 0.213, 0.315, 0.223, 0.301, -1.359, 0.781, -0.639, -0.052, 0.093, 0.330, 0.337, 0.383, 0.223, 0.517, -0.584, -0.098, -1.109, 0.494, -0.329, -0.206, -0.764, 0.391, 0.394, 0.100, 0.289, 0.324, 0.100, 0.348, -0.373, -0.016, -0.315, 1.162, -0.581, -0.569, -0.354, 0.288, 0.346, 0.209, 0.140, -0.319, 0.196, -0.203, 1.005, -0.535, -0.540, -0.356, 0.367, 0.384, -0.041, 0.010, 0.237, -0.323, -0.313, 0.359, -0.273, -0.285, 0.047, -0.163, 0.221, 0.067, 0.386, -0.366, -0.351, -0.298, 1.189, -0.607, -0.459, -0.337, 0.269, 0.326, 0.297, 0.348, 0.728, -0.474, -0.351, 1.114, -0.604, -0.521, -0.199, -0.279, -0.204, 0.365, 0.383, -0.043, -0.104, -0.363, 1.128, -0.583, -0.514, -0.332, 0.068, 0.358, 0.347, 0.080, -0.198, -0.146, 0.112, 1.047, -0.506, -0.579, -0.370, 0.322, -0.013, 0.104, 0.325],
  "de_lowest_ev": 0.000,
  "lumo_energy_ev": -0.3727,
  "gap_ev": 9.10,
  "mol_weight_g_mol": 1088.1,
  "total_energy_ev": -168429.0877,
  "homo_ev": -9.476
}